Formula: C28H66F6N8O8P
Source: the OMol25 dataset
Level of theory: ωB97M-V with the def2-TZVPD basis set

Last column: Mulliken charge in e.
Positions of all 117 atoms, in Å:
P: -0.71 0.45 1.20  1.607
F: -1.40 1.67 2.00  -0.479
F: -2.10 0.17 0.39  -0.190
F: -0.25 1.45 0.04  -0.509
F: -0.03 -0.81 0.48  -0.209
F: 0.65 0.71 2.01  -0.323
F: -1.25 -0.52 2.39  -0.591
O: 3.69 4.58 2.10  -0.639
C: 2.79 4.84 1.29  0.377
N: 2.57 6.13 0.81  -0.368
C: 1.89 3.78 0.76  0.378
H: 3.33 6.77 0.90  0.239
H: 1.81 6.30 0.19  0.188
H: 2.31 3.34 -0.15  0.489
H: 0.86 4.12 0.53  -0.268
H: 1.75 2.96 1.45  -0.454
O: 2.39 -3.87 3.67  -0.694
C: 1.92 -2.89 3.13  0.159
N: 0.68 -2.41 3.45  -0.084
C: 2.79 -2.02 2.22  -0.300
H: 0.17 -2.84 4.19  0.112
H: 0.25 -1.63 2.96  0.179
H: 3.51 -2.71 1.77  0.408
H: 3.27 -1.25 2.80  0.307
H: 2.19 -1.61 1.41  -0.031
O: 1.83 3.23 5.98  -0.707
C: 1.47 2.76 4.91  0.535
N: 2.23 1.84 4.22  0.002
C: 0.16 3.18 4.25  -0.590
H: 1.87 1.20 3.53  -0.129
H: 3.13 1.65 4.63  0.198
H: -0.37 2.35 3.78  -0.027
H: 0.44 3.90 3.47  0.118
H: -0.41 3.73 4.98  0.449
O: 1.91 -0.72 6.79  -0.634
C: 0.84 -1.29 6.59  0.618
N: 0.72 -2.65 6.82  -0.403
C: -0.37 -0.56 6.10  -0.522
H: -0.10 -3.16 6.60  0.220
H: 1.61 -3.09 6.96  0.230
H: -0.61 0.29 6.73  0.391
H: -1.23 -1.23 6.05  0.319
H: -0.17 -0.19 5.09  -0.215
O: -1.59 0.02 -5.26  -0.719
C: -0.50 0.20 -4.67  0.316
N: 0.69 -0.38 -5.10  -0.245
C: -0.37 1.11 -3.44  0.009
H: 1.58 -0.18 -4.67  0.311
H: 0.66 -0.87 -5.97  0.205
H: 0.55 1.68 -3.47  0.416
H: -0.41 0.53 -2.52  -0.169
H: -1.20 1.81 -3.43  -0.034
O: -4.98 -3.33 -0.66  -0.682
C: -4.17 -2.44 -0.46  0.146
N: -4.29 -1.57 0.57  -0.194
C: -2.97 -2.21 -1.31  -0.153
H: -5.06 -1.73 1.19  0.228
H: -3.94 -0.63 0.48  0.132
H: -2.87 -2.95 -2.10  0.402
H: -2.07 -2.21 -0.69  -0.211
H: -3.05 -1.23 -1.79  0.293
C: -2.63 6.65 0.30  -1.569
C: -2.87 5.16 0.39  0.163
N: -3.44 4.58 -0.83  -0.114
C: -2.39 4.57 -1.89  0.428
C: -2.96 4.39 -3.30  -1.515
C: -3.78 3.17 -0.53  0.018
C: -4.94 3.01 0.38  -1.757
H: -3.52 7.14 -0.08  0.340
H: -1.76 6.91 -0.31  0.326
H: -2.39 7.04 1.29  0.454
H: -1.96 4.61 0.67  0.072
H: -3.60 5.03 1.19  0.286
H: -1.83 5.49 -1.86  0.350
H: -1.69 3.73 -1.69  -0.196
H: -3.28 5.35 -3.72  0.401
H: -2.16 4.06 -3.97  0.369
H: -3.82 3.73 -3.32  0.302
H: -2.89 2.59 -0.19  0.143
H: -4.08 2.63 -1.44  0.297
H: -4.75 3.37 1.39  0.323
H: -5.29 1.98 0.41  0.416
H: -5.76 3.63 -0.01  0.416
C: 0.40 -3.40 -2.15  -0.689
C: 0.51 -4.93 -2.08  -0.556
N: -0.14 -5.59 -3.15  0.133
C: -0.05 -7.02 -3.01  -0.380
C: -0.93 -7.57 -1.94  -1.274
C: 0.37 -5.13 -4.45  -0.687
C: 1.90 -5.19 -4.66  -0.991
H: -0.54 -3.15 -2.66  0.152
H: 1.22 -2.83 -2.59  0.249
H: 0.22 -2.96 -1.16  0.038
H: 1.55 -5.27 -1.86  0.258
H: 0.03 -5.25 -1.14  0.403
H: 0.99 -7.39 -2.82  0.263
H: -0.24 -7.52 -3.97  0.397
H: -1.99 -7.49 -2.16  0.309
H: -0.72 -7.06 -0.99  0.322
H: -0.69 -8.62 -1.74  0.383
H: -0.11 -5.68 -5.27  0.498
H: -0.02 -4.12 -4.63  0.281
H: 2.41 -4.37 -4.15  0.181
H: 2.31 -6.13 -4.30  0.281
H: 2.20 -5.18 -5.71  0.401
O: 3.03 0.40 -3.37  -0.556
C: 3.66 0.30 -2.36  0.198
O: 4.86 0.92 -2.21  -0.438
C: 5.49 0.59 -0.92  -0.633
C: 4.40 -0.03 -0.06  -0.130
C: 3.28 -0.41 -1.07  0.645
H: 5.86 1.49 -0.45  0.379
H: 6.24 -0.15 -1.18  0.262
H: 3.94 0.66 0.65  -0.010
H: 4.80 -0.85 0.53  0.299
H: 2.31 -0.02 -0.79  -0.405
H: 3.22 -1.48 -1.24  0.255

The total energy comes out at -84014.1683 eV. The value obtained for the HOMO-LUMO gap is 8.936 eV. As for the charge: -1. The value obtained for the HOMO energy is -6.793 eV. The LUMO energy comes out at 2.143 eV.